C9H13N3 | ωB97M-V/def2-TZVPD

Results
**Charge**: 0
**Energy relative to the best compared isomer or geometry (same formula, charge and spin)**: 3.653 eV
**Frontier orbital gap (alpha / beta)**: 6.85 / 6.85 eV

Geometry as XYZ:
```
25
C9H13N3, DFT ωB97M-V/def2-TZVPD
C -1.530 1.701 0.136
C 2.076 0.066 0.058
C -2.436 0.687 0.017
C 0.917 -0.739 0.187
C 2.046 1.396 -0.135
C -1.610 -0.632 0.137
C 3.445 -0.549 0.070
C -3.891 0.629 -0.223
C 0.902 -2.181 0.221
N 2.352 2.569 -0.133
N -0.248 1.202 0.015
N -0.234 -0.146 0.132
H -1.647 2.810 -0.119
H -1.735 -1.132 1.116
H -1.780 -1.372 -0.670
H 4.175 0.064 -0.395
H 3.460 -1.521 -0.341
H 3.731 -0.520 1.129
H -4.264 1.708 -0.091
H -4.492 0.110 0.512
H -3.927 0.256 -1.272
H 0.455 -2.399 -0.887
H 0.313 -2.624 1.037
H 1.921 -2.597 0.356
H 2.001 3.213 -0.854
```


C9H13N4S2Zn | ωB97M-V/def2-TZVPD

Results
**Charge**: +1
**Frontier orbital gap**: 7.61 eV

Geometry as XYZ:
```
29
C9H13N4S2Zn, DFT ωB97M-V/def2-TZVPD
Zn 0.173 -0.076 0.293
N -1.940 3.391 -1.033
C -1.449 2.227 -0.612
S 0.246 1.942 -0.932
N -2.318 1.401 -0.048
N -1.780 0.326 0.497
C -2.446 -0.620 1.042
C -1.683 -1.641 1.756
C -2.323 -2.727 2.343
C -1.581 -3.631 3.082
C -0.218 -3.422 3.237
C 0.356 -2.331 2.612
N -0.346 -1.470 1.875
H -1.340 4.066 -1.472
H -2.917 3.593 -0.900
H -3.531 -0.647 1.042
H -3.388 -2.858 2.216
H -2.057 -4.484 3.546
H 0.392 -4.083 3.836
H 1.415 -2.125 2.715
C 0.232 -1.968 -2.950
S 0.117 -2.215 -1.162
C 1.620 -3.179 -0.855
H 1.191 -1.532 -3.219
H -0.577 -1.299 -3.231
H 0.094 -2.933 -3.431
H 1.478 -4.178 -1.260
H 1.752 -3.240 0.223
H 2.481 -2.698 -1.312
```


Calculated total energy (computed, eV): -14009.5579; -85588.0647